The following is a DFT calculation (the ωB97M-V functional and the def2-TZVPD basis) of 3 unconnected molecules or ions with the total composition C42H37ClN2O7S3Si.

Properties
SMILES string: C[Si](C)(C)[C@@](S)(CC(=O)Cl)OC(=O)CCCSC(=S)n1ccnc1.O=C1c2ccccc2C(=O)c2ccccc21.O=C1c2ccccc2C(=O)c2ccccc21
ΔE to the lowest compared entry with this formula, charge and spin (eV): 0.000
Gap between HOMO and LUMO (eV): 8.208
E (Ha): -4203.178565
LUMO level (eV): -1.1

Last column: Mulliken charge in e.
CARTESIAN COORDINATES (ANGSTROEM)
C (0.11165, 2.90004, -2.25782)  -0.748
Si (0.49340, 2.35218, -0.51358)  0.024
C (1.92651, 3.34800, 0.18004)  -0.310
C (-1.00713, 2.74620, 0.55370)  -1.235
C (0.72089, 0.43786, -0.39741)  1.255
S (1.02331, -0.06302, 1.31398)  -0.322
C (-0.65282, -0.21405, -0.78421)  -1.671
C (-0.55057, -0.94151, -2.10604)  0.710
O (-0.77601, -0.44039, -3.16159)  -0.351
Cl (-0.09548, -2.63147, -2.00549)  -0.203
O (1.68678, -0.07803, -1.34499)  -0.080
C (2.96629, -0.40128, -0.96129)  -0.728
O (3.28375, -1.54178, -0.79382)  -0.533
C (3.95032, 0.73218, -0.87354)  1.519
C (4.65535, 0.79331, 0.48488)  -0.436
C (5.35436, 2.12787, 0.74177)  -0.564
S (6.99024, 2.29548, -0.02336)  -0.072
C (6.72070, 2.68436, -1.69484)  0.045
S (7.81602, 2.28381, -2.81295)  -0.154
N (5.59143, 3.47746, -2.00033)  0.386
C (4.63797, 3.20734, -2.95371)  -0.198
C (3.77509, 4.25251, -2.92157)  -0.766
N (4.17554, 5.17757, -1.98152)  -0.609
C (5.25436, 4.69006, -1.45317)  -0.215
H (1.01215, 3.20614, -2.78758)  0.050
H (-0.54811, 3.76656, -2.16856)  0.373
H (-0.43405, 2.14663, -2.82607)  0.204
H (1.48889, 4.29686, 0.50084)  0.559
H (2.39291, 2.91349, 1.06396)  0.229
H (2.66931, 3.59861, -0.57830)  -0.367
H (-1.92307, 2.68377, -0.03908)  0.345
H (-0.93696, 3.74994, 0.96867)  0.403
H (-1.12615, 2.02702, 1.36567)  0.369
H (1.66780, 1.00393, 1.80339)  0.065
H (-0.95361, -0.92955, -0.02310)  0.640
H (-1.41620, 0.54452, -0.93990)  0.172
H (3.50740, 1.68490, -1.15390)  -0.779
H (4.71751, 0.50764, -1.62105)  0.559
H (3.98718, 0.55904, 1.31301)  0.135
H (5.42771, 0.02219, 0.47063)  0.377
H (5.55207, 2.22598, 1.80900)  0.458
H (4.75032, 2.97779, 0.42522)  -0.018
H (4.64744, 2.32167, -3.56450)  0.467
H (2.89724, 4.40471, -3.52592)  0.543
H (5.83625, 5.16759, -0.68259)  0.452
O (-5.38094, -2.53262, -3.19496)  -0.674
C (-5.43899, -2.81484, -4.37342)  0.550
C (-4.40642, -2.33522, -5.33457)  -0.058
C (-3.34857, -1.57137, -4.86001)  -0.424
C (-2.35891, -1.14074, -5.72583)  -0.376
C (-2.42496, -1.47343, -7.07530)  -0.673
C (-3.48392, -2.22355, -7.55911)  -0.557
C (-4.48077, -2.65419, -6.69273)  0.179
C (-5.61979, -3.44663, -7.23498)  0.639
O (-5.71434, -3.68250, -8.42073)  -0.664
C (-6.64227, -3.94614, -6.26933)  0.178
C (-7.69631, -4.71698, -6.74286)  -0.562
C (-8.64107, -5.21207, -5.86059)  -0.464
C (-8.53740, -4.93970, -4.50066)  -0.483
C (-7.49523, -4.16310, -4.02481)  -0.534
C (-6.54642, -3.66042, -4.90621)  0.172
H (-3.30571, -1.32194, -3.80950)  0.598
H (-1.53810, -0.55197, -5.34972)  0.543
H (-1.64577, -1.14567, -7.75084)  0.406
H (-3.54635, -2.48351, -8.60668)  0.477
H (-7.76437, -4.92490, -7.80155)  0.474
H (-9.45991, -5.81459, -6.23090)  0.397
H (-9.27310, -5.33401, -3.81223)  0.393
H (-7.40643, -3.94184, -2.97036)  0.469
O (1.02673, -2.33100, 9.25314)  -0.659
C (0.95115, -1.46925, 8.40440)  0.577
C (0.45790, -0.10081, 8.73743)  0.133
C (0.10330, 0.18579, 10.04932)  -0.537
C (-0.32637, 1.45776, 10.38663)  -0.489
C (-0.40286, 2.45032, 9.41557)  -0.482
C (-0.06319, 2.16713, 8.10391)  -0.539
C (0.36368, 0.89110, 7.75857)  0.124
C (0.70899, 0.60267, 6.33780)  0.549
O (0.58349, 1.44855, 5.47641)  -0.699
C (1.22058, -0.75822, 6.01013)  -0.173
C (1.57994, -1.04154, 4.70069)  -0.430
C (2.08495, -2.28625, 4.36928)  -0.208
C (2.23298, -3.25787, 5.35382)  -0.633
C (1.86513, -2.98679, 6.66132)  -0.636
C (1.35407, -1.73847, 6.99443)  0.444
H (0.17078, -0.59240, 10.79667)  0.475
H (-0.59958, 1.67980, 11.40963)  0.401
H (-0.72993, 3.44599, 9.68413)  0.401
H (-0.12408, 2.92916, 7.33953)  0.469
H (1.46048, -0.27156, 3.94618)  0.526
H (2.36401, -2.50010, 3.34545)  0.522
H (2.63392, -4.22947, 5.09785)  0.394
H (1.97199, -3.73674, 7.43261)  0.489

Atoms 1-3, force components in eV/Å:
C -0.023 -0.062 0.180
Si -0.217 0.407 0.321
C -0.189 0.026 -0.134